Computed, not measured: C33H31InN5O6S5Te as an isolated structure, with ωB97M-V with the def2-TZVPD basis set.

XYZ file:
```
82
Properties=species:S:1:pos:R:3:forces:R:3
Te -13.961 -6.035 14.559 0.36 -1.30 -0.84
In -12.808 -8.943 13.998 0.00 0.68 -0.66
S -16.467 -8.350 13.284 2.12 -0.18 4.42
S -11.913 -10.039 11.688 -0.47 -1.50 2.21
S -10.656 -5.845 14.909 -1.77 1.90 1.55
S -9.680 -10.796 15.099 -0.84 -1.27 -0.23
S -16.041 -2.931 16.848 0.04 0.73 0.36
O -14.253 -11.292 14.252 -0.53 0.71 -0.42
O -16.943 -7.787 14.581 0.33 -1.34 -2.78
O -10.125 -12.196 15.061 0.75 1.88 0.22
O -16.353 -7.424 12.205 -0.19 -0.46 -0.65
O -12.443 -8.903 16.644 1.27 -0.80 -0.46
O -8.610 -10.418 14.206 -0.77 0.12 0.24
N -16.013 -2.848 19.517 0.53 -0.77 -1.40
N -15.445 -0.831 18.455 0.90 -0.59 2.02
N -14.971 -9.183 13.634 -1.24 -1.34 -0.10
N -11.027 -9.802 15.119 0.18 -0.40 0.57
N -9.929 -7.924 11.349 0.30 0.73 -0.10
C -16.454 -11.007 13.218 -0.91 -0.18 1.45
C -8.934 -7.071 11.210 -0.56 -0.77 -0.34
C -10.003 -5.112 16.336 0.53 -0.17 0.44
C -13.394 -8.303 10.204 0.23 -1.63 0.25
C -12.609 -6.140 9.594 -1.62 0.46 -1.24
C -15.750 0.174 17.484 0.90 0.31 -0.45
C -11.122 -7.625 10.747 0.15 -1.97 0.89
C -14.231 -0.532 19.272 -1.00 -1.04 1.30
C -11.372 -6.383 10.208 -0.40 0.25 -1.02
C -16.540 -2.305 20.767 -1.24 -1.38 0.45
C -17.034 -12.306 13.247 1.05 2.35 -1.31
C -7.949 -10.384 17.264 0.73 1.09 0.78
C -10.060 -8.964 18.644 -0.78 -0.09 -0.70
C -8.774 -9.018 19.130 1.80 -0.29 0.72
C -10.293 -5.495 10.091 -0.52 1.34 0.06
C -11.335 -9.434 16.400 -1.26 1.55 -0.05
C -15.132 -10.568 13.778 0.34 1.50 -0.51
C -12.265 -5.240 15.421 0.29 -0.20 1.48
C -13.637 -7.067 9.582 1.00 -0.18 0.99
C -18.550 -10.019 12.373 0.15 1.01 0.93
C -16.102 -4.300 19.363 -2.30 -1.03 1.24
C -10.937 -4.608 17.218 0.53 -0.19 -1.64
C -10.185 -9.514 17.367 -0.63 -0.96 -1.17
C -9.188 -10.270 16.724 -1.15 0.62 0.86
C -12.254 -4.621 16.689 0.50 -0.85 -1.18
C -15.824 -2.177 18.327 -0.21 0.69 -0.06
C -18.282 -12.412 12.647 0.10 -1.44 0.81
C -12.152 -8.654 10.765 -1.01 3.19 -0.95
C -7.704 -9.580 18.405 -0.22 -1.22 -0.77
C -17.243 -9.900 12.963 -2.61 -0.09 -2.11
C -19.007 -11.327 12.180 -0.02 0.82 0.27
C -9.055 -5.886 10.463 -0.70 -0.01 -0.08
C -7.668 -7.350 11.920 0.49 -0.62 0.61
H -15.789 -4.758 20.332 -0.26 0.19 -0.74
H -10.731 -4.219 18.184 0.49 0.42 0.59
H -7.888 -7.906 12.828 -0.01 0.07 0.17
H -10.921 -8.485 19.174 0.97 -0.54 -0.65
H -16.616 -0.171 16.908 0.56 0.27 -0.30
H -7.203 -10.979 16.765 0.40 0.15 0.00
H -14.248 0.456 19.687 -0.34 0.94 -0.29
H -15.990 1.136 17.979 -0.03 -0.48 -0.01
H -13.093 -4.224 17.304 0.39 -0.59 -1.07
H -13.247 -0.661 18.815 -0.29 -0.26 -0.60
H -18.787 -13.387 12.654 0.34 0.33 -0.28
H -17.262 -3.129 21.226 1.30 1.77 -1.06
H -15.740 -2.195 21.528 -0.47 0.42 -0.39
H -6.960 -7.966 11.387 0.01 -0.46 -0.62
H -8.488 -8.739 20.144 -0.41 0.63 -0.25
H -14.797 0.365 16.916 -1.19 -0.10 -0.33
H -17.143 -1.386 20.557 0.79 -0.62 0.42
H -15.568 -4.739 18.533 0.54 0.41 0.04
H -17.207 -4.621 19.129 1.75 0.59 0.62
H -7.102 -6.463 12.139 -0.01 0.61 0.30
H -19.971 -11.552 11.746 -0.10 0.31 -0.03
H -8.922 -5.046 16.380 -0.12 -0.17 0.45
H -10.518 -4.441 9.835 0.34 -0.77 -0.51
H -16.332 -13.055 13.561 -0.42 -0.76 0.19
H -19.232 -9.087 12.233 1.50 -1.86 -0.02
H -14.194 -9.089 10.218 0.76 0.90 0.14
H -14.245 -1.120 20.217 0.06 -0.10 -0.86
H -12.736 -5.273 8.933 0.13 0.11 0.71
H -8.226 -5.301 10.176 0.97 0.70 0.32
H -6.652 -9.454 18.671 -0.48 -0.15 0.58
H -14.651 -6.898 9.245 0.24 0.36 -0.44
```
Forces are in eV/Å.

- HOMO-LUMO gap (eV) = 6.01
- total charge = -1

Computed, not measured: C33H31LuN4O2PS2 as an isolated structure, with ωB97M-V with the def2-TZVPD basis set.

XYZ file:
```
74
Properties=species:S:1:pos:R:3:forces:R:3
Lu 0.553 0.199 0.226 -0.30 -0.26 0.38
S -0.384 3.598 0.286 -0.29 -0.24 -0.01
S 2.225 -4.627 -0.209 0.07 -0.14 -0.03
P -1.635 -1.285 -0.525 0.08 0.09 0.00
O 0.402 2.281 -0.027 0.13 -0.05 -0.15
O -0.702 1.185 2.489 0.18 0.10 0.03
N -1.520 0.669 1.477 0.31 0.30 0.00
N 2.846 0.174 0.102 0.19 0.71 0.04
N 4.876 -0.713 0.210 -0.10 0.19 0.02
N 1.530 -2.185 -0.004 0.02 -0.09 -0.13
C -2.102 -3.584 -2.124 0.00 0.03 0.01
C -0.709 -2.922 3.153 -0.22 -0.04 -0.04
C -0.738 -2.112 2.033 0.14 0.08 -0.01
C -2.780 0.838 1.555 0.05 -0.11 -0.23
C -1.896 -4.334 -3.269 0.05 0.03 -0.07
C 3.463 -3.469 -0.053 -0.04 0.00 0.02
C 0.520 4.404 1.632 0.11 0.05 -0.03
C 0.904 5.798 1.120 -0.02 -0.05 0.07
C 6.236 1.425 0.228 -0.06 0.08 0.02
C 3.648 2.605 0.042 0.01 0.02 0.04
C -3.285 -0.520 -0.517 -0.10 -0.05 -0.09
C 1.064 -3.408 -0.140 -0.05 0.17 0.00
C -2.635 -4.090 2.308 -0.04 0.03 -0.08
C 0.126 4.804 -0.954 -0.09 0.02 -0.08
C 3.566 -0.942 0.142 -0.07 -0.27 -0.11
C -5.916 0.457 -0.403 0.11 0.08 0.17
C 1.259 5.631 -0.355 -0.01 -0.06 -0.02
C -2.647 -3.271 1.186 0.05 0.02 0.03
C -4.995 0.812 0.580 -0.15 -0.03 -0.15
C -4.207 -0.852 -1.494 -0.06 0.02 -0.02
C -5.514 -0.361 -1.440 0.02 -0.04 -0.08
C 3.797 1.224 0.121 -0.12 -0.12 0.03
C -1.486 -2.335 -1.976 -0.13 -0.30 -0.08
C -0.470 -2.611 -4.157 -0.06 -0.03 0.04
C -1.659 -3.931 3.279 0.04 0.00 0.09
C -1.080 -3.850 -4.286 -0.01 -0.02 0.01
C -3.688 0.348 0.520 0.21 0.14 0.30
C 6.072 2.793 0.165 -0.03 0.00 0.00
C 5.070 0.671 0.200 0.19 -0.28 -0.02
C 4.796 3.371 0.066 0.08 0.00 0.00
C -0.672 -1.864 -3.005 0.09 0.12 -0.13
C 2.910 -2.234 0.043 0.08 0.21 0.05
C -1.668 -2.292 1.005 -0.27 -0.14 0.08
H -0.197 -0.888 -2.938 -0.01 0.00 0.08
H -3.399 -4.847 2.422 0.01 0.00 0.02
H -1.206 1.402 3.292 -0.04 -0.11 0.03
H 2.212 5.114 -0.463 0.02 0.00 -0.04
H -3.921 -1.504 -2.309 -0.02 -0.01 0.00
H 0.015 -3.650 -0.199 0.00 0.00 -0.01
H -6.931 0.824 -0.350 0.00 -0.01 -0.01
H 1.732 6.186 1.712 0.01 0.01 -0.02
H 6.944 3.432 0.180 -0.01 0.01 0.00
H 1.339 6.583 -0.876 0.01 0.02 0.03
H 0.024 -2.760 3.931 0.02 0.00 -0.01
H -0.774 5.405 -1.111 0.04 0.03 -0.02
H 2.673 3.053 -0.057 -0.01 -0.01 -0.02
H 7.216 0.973 0.292 -0.01 -0.01 -0.01
H -3.442 -3.387 0.461 -0.01 0.00 0.00
H -3.195 1.385 2.402 -0.08 -0.04 0.00
H 5.598 -1.416 0.255 0.03 0.02 -0.01
H -1.654 -4.572 4.150 0.01 0.00 -0.01
H -6.219 -0.636 -2.213 0.02 -0.01 -0.01
H 4.724 4.449 -0.003 -0.02 -0.01 0.01
H -2.379 -5.296 -3.375 0.00 0.00 0.01
H 0.153 -2.227 -4.954 0.01 0.02 0.01
H -5.295 1.464 1.391 -0.02 -0.01 0.00
H 4.503 -3.754 -0.046 0.00 0.00 0.00
H 1.391 3.768 1.803 0.00 0.02 0.02
H 0.008 -1.310 2.027 -0.04 -0.18 -0.01
H -0.926 -4.437 -5.181 0.00 0.00 0.01
H 0.069 6.489 1.241 -0.01 -0.01 -0.01
H 0.328 4.255 -1.873 0.08 0.04 0.00
H -2.749 -3.984 -1.357 0.01 0.01 0.03
H -0.116 4.397 2.514 0.03 0.04 0.03
```
Forces are in eV/Å.

- HOMO-LUMO gap (eV) = 7.94
- total charge = +3

Computed, not measured: C33H32BrCl4GeN2O2Si2Sr as an isolated structure, with ωB97M-V with the def2-TZVPD basis set.

XYZ file:
```
78
Properties=species:S:1:pos:R:3:forces:R:3
Sr -1.463 0.888 -0.608 0.04 0.06 -0.09
Br -0.357 2.870 6.505 0.00 0.00 0.00
Ge -2.301 -0.883 -3.580 -0.17 -0.09 -0.03
Cl -1.937 -3.160 -3.624 0.01 0.02 -0.02
Cl -0.087 -0.225 -3.725 0.01 0.03 0.11
Cl -2.849 -0.658 -5.785 0.04 -0.01 -0.02
Cl -5.869 -5.246 1.708 -0.01 -0.02 0.01
Si 2.113 -1.414 1.567 0.02 -0.02 -0.03
Si 2.564 -1.830 -0.708 0.04 0.03 0.05
O -3.621 -0.099 0.011 0.05 -0.05 0.06
O -1.228 -1.614 -0.522 0.08 -0.04 0.09
N 0.360 2.672 -1.269 -0.03 0.06 -0.02
N -2.194 2.792 -2.226 0.05 -0.06 0.05
C -0.124 3.154 3.663 -0.01 -0.01 0.01
C -0.623 2.355 4.674 0.00 0.00 -0.02
C -0.994 1.575 1.961 0.01 0.04 0.04
C -4.050 -1.224 0.392 0.01 -0.04 -0.07
C -1.493 0.840 3.052 0.00 -0.03 -0.01
C -3.899 -3.681 0.676 -0.05 -0.03 0.02
C 0.627 -2.204 2.392 0.00 0.00 -0.01
C 1.586 2.645 -0.752 0.01 -0.02 -0.01
C -1.690 4.632 -3.701 0.01 -0.01 0.02
C 2.457 0.251 2.354 0.00 0.01 -0.02
C -5.890 -2.537 1.360 -0.03 0.04 0.01
C 5.963 -3.918 0.855 -0.01 0.01 0.01
C 3.993 -2.679 0.228 -0.03 -0.02 -0.02
C 1.536 -3.092 -1.626 0.00 0.02 -0.02
C -3.317 -2.461 0.281 0.01 0.01 0.00
C 4.521 -3.027 2.571 -0.01 -0.01 0.02
C -0.320 2.751 2.342 0.03 0.01 0.00
C -3.446 2.837 -2.676 -0.01 0.06 -0.07
C -3.915 3.735 -3.613 -0.01 -0.04 0.02
C 5.654 -3.737 2.203 0.00 0.00 -0.02
C 0.061 3.633 -2.213 -0.02 -0.03 0.01
C -2.983 4.654 -4.137 0.02 0.00 0.01
C 1.085 4.533 -2.629 0.00 0.01 0.00
C -5.156 -3.725 1.208 0.09 0.02 -0.04
C -1.967 -2.546 -0.218 -0.03 0.13 -0.05
C 3.167 -0.473 -1.851 -0.01 -0.02 0.01
C 3.684 -2.492 1.591 -0.02 0.01 0.02
C -1.318 1.195 4.389 0.00 0.01 0.01
C 2.334 4.468 -2.083 -0.02 0.00 -0.01
C 5.138 -3.394 -0.129 0.02 -0.01 -0.01
C -1.271 3.689 -2.717 -0.01 0.03 -0.03
C -5.361 -1.341 0.970 -0.06 0.00 0.02
C 2.614 3.500 -1.095 0.01 -0.02 0.01
H -1.714 0.583 5.192 0.00 0.00 0.00
H 1.127 -3.837 -0.939 0.01 0.00 0.00
H -5.922 -0.422 1.081 -0.01 -0.01 0.00
H 0.412 4.066 3.900 0.00 0.00 0.00
H -0.239 -1.547 2.290 0.01 0.00 0.00
H -2.060 -0.073 2.870 0.00 0.00 -0.01
H 0.875 5.278 -3.384 0.01 0.01 0.00
H -6.884 -2.583 1.790 0.00 0.00 0.00
H -4.943 3.701 -3.944 0.00 0.01 0.00
H 4.293 -2.890 3.623 0.01 0.00 0.00
H 0.812 -2.352 3.459 -0.01 0.00 0.00
H 2.161 -3.613 -2.358 -0.01 -0.01 0.00
H 0.708 -2.623 -2.157 -0.02 0.00 0.01
H -0.978 5.332 -4.115 -0.01 0.01 -0.01
H 3.102 5.160 -2.410 0.01 0.00 0.00
H 0.096 3.401 1.574 0.00 0.00 -0.01
H 1.587 0.907 2.289 -0.01 -0.01 0.01
H 2.688 0.111 3.414 0.01 0.01 0.00
H 6.853 -4.473 0.580 0.00 0.00 -0.01
H 6.308 -4.153 2.961 0.00 0.00 0.01
H 0.382 -3.168 1.941 0.02 -0.01 0.00
H 3.716 -0.914 -2.688 0.01 0.01 0.00
H -3.284 5.372 -4.892 0.00 0.00 0.00
H 1.758 1.878 0.001 -0.01 0.00 0.01
H 3.584 3.410 -0.628 0.00 0.01 0.00
H -4.118 2.090 -2.258 -0.01 0.00 0.00
H 5.388 -3.545 -1.174 0.00 -0.01 0.00
H 2.330 0.088 -2.269 -0.02 0.00 -0.01
H -1.575 -3.574 -0.317 0.00 -0.01 0.01
H 3.308 0.748 1.883 0.01 -0.01 0.00
H -3.327 -4.593 0.553 -0.01 -0.01 0.00
H 3.825 0.227 -1.333 0.00 -0.02 0.00
```
Forces are in eV/Å.

- 2S+1 = 2
- HOMO-LUMO gap (spin up / spin down) (eV) = 4.17 / 6.86
- total charge = -2

Number 1: molar mass 996.39 g mol⁻¹. Number 2: molar mass 785.71 g mol⁻¹. Number 3: molar mass 926.75 g mol⁻¹.